{
  "formula": "C8H9N3OS",
  "method": "ωB97M-V/def2-TZVPD",
  "elements": ["C", "S", "C", "N", "C", "N", "N", "C", "C", "C", "C", "C", "O", "H", "H", "H", "H", "H", "H", "H", "H", "H"],
  "xyz": [[2.743, -2.092, -0.643], [1.280, -1.504, 0.416], [1.676, 0.183, 0.173], [2.794, 0.520, -0.433], [2.832, 1.863, -0.420], [3.033, 2.995, -0.249], [0.674, 1.022, 0.317], [-0.532, 0.792, 1.324], [-1.860, 0.455, 0.602], [-2.264, -0.778, 0.151], [-3.520, -0.643, -0.510], [-3.698, 0.727, -0.747], [-2.581, 1.483, -0.157], [2.675, -1.962, -1.834], [3.619, -1.359, -0.380], [3.201, -3.152, -0.020], [1.180, 2.131, 0.524], [-0.210, -0.064, 1.970], [-0.610, 1.616, 2.002], [-1.820, -1.779, 0.345], [-4.237, -1.525, -0.834], [-4.376, 1.071, -1.598]],
  "forces_ev_per_angstrom": [[2.9, -0.9, 1.7], [1.9, -0.7, -1.5], [-0.3, -1.7, -1.6], [-0.6, 1.3, 0.8], [2.0, 0.3, 0.0], [-0.5, -0.3, -0.4], [-1.2, 5.7, 3.8], [0.7, -1.5, -1.8], [1.0, 0.5, -2.6], [-0.4, -0.5, 1.7], [-1.2, 0.8, -1.3], [1.5, -1.4, -0.4], [-1.7, -3.4, 0.8], [-0.4, -1.0, 2.9], [-1.9, -1.4, -0.4], [-1.8, 2.8, -2.7], [-2.1, -3.8, -1.1], [-0.7, 0.5, -0.6], [0.0, 0.8, 0.0], [-0.2, 1.2, 0.3], [1.8, 2.3, 0.6], [1.2, 0.5, 1.9]],
  "e_above_lowest_kj_mol": 514.0,
  "smiles": "CS/C(=N/C#N)NCc1ccco1",
  "orbital_gap_ev": 9.51,
  "homo_ev": -9.1,
  "molar_mass_g_mol": 195.25,
  "lumo_ev": 0.4
}